33
Properties=species:S:1:pos:R:3:nbo_charge:R:1 method="wB97M-V/def2-TZVPD" e_homo_ev=-11.1 homo_lumo_gap_ev=10.71 energy_ev=-22877.3771 lumo_energy_ev=-0.4
O 0.439 0.700 -0.268 -0.94
H 0.954 0.079 0.257 0.46
H -0.519 0.438 0.067 0.47
O 2.848 4.095 0.073 -0.90
H 3.156 3.615 -0.724 0.44
H 2.884 3.437 0.707 0.47
O 2.796 -1.867 -2.591 -0.93
H 2.713 -2.803 -2.800 0.46
H 2.538 -1.872 -1.684 0.47
O -0.761 -2.807 0.130 -0.94
H -1.274 -3.608 -0.017 0.47
H -0.746 -2.626 1.126 0.48
O -1.773 1.561 -3.053 -0.93
H -0.994 1.953 -3.419 0.46
H -1.381 1.230 -2.237 0.47
O 1.521 -4.268 0.421 -0.94
H 0.632 -4.602 0.162 0.47
H 1.684 -4.516 1.291 0.46
O -4.923 0.561 0.753 -0.94
H -4.346 0.097 1.335 0.46
H -4.747 1.568 0.765 0.48
O -4.221 -1.400 -1.040 -0.91
H -4.066 -1.675 -0.123 0.45
H -3.839 -2.117 -1.493 0.45
O 4.837 2.061 -0.099 -0.93
H 5.568 1.636 -0.582 0.48
H 4.492 2.697 -0.691 0.45
O -2.700 3.880 1.367 -0.93
H -3.246 3.700 0.544 0.47
H -3.259 4.284 1.937 0.46
O 1.626 -1.357 3.546 -0.93
H 2.095 -0.480 3.648 0.47
H 2.012 -1.593 2.692 0.46


6
Properties=species:S:1:pos:R:3:nbo_charge:R:1 method="wB97M-V/def2-TZVPD" e_homo_ev=-9.7 homo_lumo_gap_ev=8.58 energy_ev=-50808.7635 lumo_energy_ev=-1.1
O -0.884 -1.884 -0.892 -0.84
S -0.653 -0.446 -0.915 1.05
Cl -2.287 0.698 -0.161 -0.25
S 0.763 0.060 0.901 1.10
O 2.114 -0.409 0.740 -0.86
Cl 0.948 1.982 0.327 -0.20


79
Properties=species:S:1:pos:R:3:lowdin_spin:R:1 method="wB97M-V/def2-TZVPD" e_homo_ev="-2.0 / -1.9" multiplicity=2 homo_lumo_gap_ev="4.10 / 4.08" charge=-1 energy_ev=-145818.4054 lumo_energy_ev="2.1 / 2.1"
V 0.254 -0.566 0.265 1.21
C -5.777 -0.738 -1.677 0.00
C -4.686 -0.045 -2.494 0.00
N -3.910 0.908 -1.722 0.00
C -2.928 0.454 -0.829 -0.01
S -2.570 1.524 0.465 0.00
N -2.446 -0.718 -1.092 0.00
N -1.406 -1.311 -0.393 -0.05
C -1.518 -2.669 -0.269 0.01
C -2.796 -3.388 -0.615 0.00
C -0.390 -3.319 0.186 -0.02
C -0.255 -4.726 0.390 0.00
C 0.928 -5.246 0.812 -0.01
C 2.028 -4.365 1.071 -0.02
C 1.843 -3.024 0.896 0.01
N 0.691 -2.469 0.462 -0.02
H -6.304 -1.482 -2.279 0.00
H -6.506 -0.012 -1.309 0.00
H -5.325 -1.234 -0.818 0.00
H -5.125 0.477 -3.350 0.00
H -3.985 -0.791 -2.865 0.00
H -4.431 1.668 -1.317 0.00
H -3.618 -2.678 -0.574 0.00
H -2.989 -4.198 0.091 0.00
H -2.768 -3.811 -1.624 0.00
H -1.103 -5.370 0.196 0.00
H 1.039 -6.315 0.952 0.00
H 2.984 -4.749 1.400 0.00
H 2.655 -2.337 1.126 0.00
S 4.584 -0.157 -0.039 0.01
C 2.929 0.393 0.102 0.03
N 2.074 -0.282 -0.621 0.01
C 2.696 -1.199 -1.433 0.00
C 2.074 -2.054 -2.347 0.00
C 2.844 -2.964 -3.039 0.00
C 4.228 -3.036 -2.867 0.00
C 4.867 -2.188 -1.978 0.00
C 4.089 -1.287 -1.270 0.00
H 2.637 0.950 0.983 0.00
H 0.998 -2.014 -2.474 0.00
H 2.356 -3.645 -3.725 0.00
H 4.811 -3.766 -3.413 0.00
H 5.937 -2.237 -1.824 0.00
C 3.246 3.828 -0.351 0.00
C 1.920 3.917 -1.103 0.00
As 0.486 2.669 -0.459 0.00
C -0.788 3.210 -1.892 0.00
C -1.011 4.672 -2.268 0.00
C 0.072 3.697 1.183 0.00
C -0.694 5.006 1.047 0.00
H 3.966 4.555 -0.734 0.00
H 3.681 2.835 -0.458 0.00
H 3.114 4.024 0.716 0.00
H 2.086 3.692 -2.161 0.00
H 1.537 4.938 -1.048 0.00
H -1.737 2.747 -1.639 0.00
H -0.398 2.675 -2.765 0.00
H -1.540 5.208 -1.481 0.00
H -1.622 4.724 -3.173 0.00
H -0.076 5.199 -2.472 0.00
H 1.040 3.873 1.665 0.00
H -0.486 3.009 1.818 0.00
H -0.229 5.678 0.322 0.00
H -0.734 5.528 2.007 0.00
H -1.717 4.800 0.731 0.00
C -1.303 -0.059 3.830 0.00
C 0.081 -0.404 3.263 -0.01
C 1.144 0.514 3.885 0.00
C 0.412 -1.871 3.600 0.00
N 0.094 -0.255 1.842 -0.14
H -1.338 -0.228 4.911 0.00
H -2.051 -0.678 3.335 0.00
H -1.549 0.979 3.614 0.00
H 1.158 0.417 4.974 0.00
H 0.926 1.550 3.621 0.00
H 2.128 0.251 3.487 0.00
H 0.373 -2.042 4.680 0.00
H 1.408 -2.120 3.233 0.00
H -0.307 -2.524 3.102 0.00


23
Properties=species:S:1:pos:R:3:lowdin_spin:R:1 method="wB97M-V/def2-TZVPD" e_homo_ev="-1.8 / -4.6" multiplicity=5 homo_lumo_gap_ev="4.90 / 6.08" charge=-1 energy_ev=-34159.8577 lumo_energy_ev="3.1 / 1.5"
C -2.957 -1.054 -0.460 0.10
C -1.888 -1.167 -1.402 0.15
C -1.511 0.148 -1.788 0.13
H -1.367 -2.025 -1.811 0.01
C -2.240 1.080 -0.997 0.11
C -3.201 0.344 -0.213 0.10
H -3.859 0.823 0.520 0.01
H -3.280 -1.936 0.085 0.01
H -0.847 0.384 -2.638 0.01
H -2.036 2.158 -1.114 0.01
Rh -1.368 -0.154 0.281 1.82
Cl -0.236 -2.017 1.090 0.25
C 3.603 0.201 -0.129 0.39
C 2.917 1.445 -0.324 0.05
C 1.759 1.121 -1.036 0.23
H 3.034 2.369 0.207 0.00
C 1.754 -0.310 -1.247 0.25
C 2.815 -0.909 -0.530 0.03
H 2.787 -1.857 -0.025 0.00
H 4.673 0.114 -0.039 0.02
H 0.904 1.774 -1.136 0.01
H 0.918 -0.898 -1.592 0.01
I -0.425 1.685 1.893 0.29